DFT (ωB97M-V/def2-TZVPD) results for a 9-piece molecular cluster, C30H72Cl6O12 overall.

Geometry as XYZ:
```
120
Properties=species:S:1:pos:R:3
C -10.737 25.350 12.111
O -11.785 25.928 11.340
C -12.599 26.837 12.062
C -13.522 26.268 13.097
O -14.618 25.594 12.462
C -14.449 24.180 12.453
H -10.229 24.671 11.427
H -11.134 24.708 12.897
H -10.032 26.115 12.438
H -13.204 27.375 11.333
H -12.038 27.697 12.426
H -13.833 27.087 13.745
H -12.959 25.691 13.831
H -15.239 23.647 11.924
H -14.477 23.741 13.450
H -13.554 23.912 11.890
C -18.469 19.302 23.750
O -18.870 19.794 22.489
C -18.025 19.293 21.397
C -18.126 20.266 20.228
O -19.420 20.499 19.764
C -19.574 21.684 18.962
H -17.413 19.533 23.890
H -18.762 18.261 23.885
H -19.120 19.876 24.410
H -18.420 18.323 21.095
H -16.984 19.067 21.629
H -17.613 19.872 19.352
H -17.677 21.237 20.434
H -19.455 22.636 19.479
H -20.629 21.706 18.692
H -18.953 21.639 18.067
C -12.861 18.840 17.613
O -12.674 20.227 17.939
C -12.727 20.525 19.372
C -12.565 22.014 19.724
O -11.139 22.314 19.730
C -10.713 23.623 19.982
H -13.822 18.415 17.900
H -12.033 18.221 17.960
H -12.856 18.736 16.528
H -11.861 20.079 19.860
H -13.604 20.069 19.831
H -12.981 22.151 20.722
H -13.122 22.642 19.029
H -11.011 24.298 19.179
H -9.644 23.604 20.190
H -11.180 24.034 20.878
C -14.574 29.356 15.745
O -14.911 27.958 15.880
C -14.857 27.538 17.246
C -15.021 26.047 17.411
O -13.984 25.257 16.804
C -12.660 25.583 17.224
H -13.576 29.554 16.134
H -15.423 29.974 16.039
H -14.549 29.598 14.682
H -15.766 28.008 17.622
H -14.055 27.887 17.896
H -15.972 25.769 16.956
H -15.251 25.783 18.443
H -12.254 26.464 16.727
H -12.001 24.716 17.174
H -12.723 25.826 18.285
C -11.126 22.821 9.219
O -11.913 22.467 8.099
C -12.451 21.155 8.109
C -13.930 21.238 8.480
O -14.108 21.270 9.896
C -15.429 21.300 10.410
H -10.135 22.372 9.156
H -11.627 22.378 10.080
H -11.005 23.900 9.319
H -11.840 20.570 8.795
H -12.406 20.745 7.100
H -14.399 20.360 8.035
H -14.418 22.067 7.968
H -16.006 22.100 9.947
H -15.429 21.509 11.480
H -15.955 20.357 10.260
C -9.917 19.722 15.875
O -8.891 20.725 15.797
C -9.318 22.078 15.866
C -9.875 22.650 14.580
O -11.043 22.021 14.087
C -12.179 22.072 14.951
H -9.360 18.793 15.997
H -10.376 19.614 14.892
H -10.658 19.777 16.672
H -8.495 22.676 16.258
H -10.011 22.108 16.707
H -9.090 22.501 13.838
H -10.025 23.707 14.797
H -12.511 23.102 15.081
H -12.042 21.663 15.952
H -13.084 21.582 14.591
Cl -17.866 25.057 15.426
C -16.838 26.131 14.327
C -17.482 27.518 14.267
Cl -19.028 27.266 13.398
H -16.792 25.701 13.327
H -15.774 26.134 14.566
H -16.764 28.091 13.681
H -17.508 27.880 15.295
Cl -15.884 21.015 14.183
C -16.561 21.639 15.685
C -15.559 22.395 16.466
Cl -16.464 22.967 17.980
H -16.959 20.776 16.219
H -17.462 22.219 15.485
H -15.081 23.226 15.949
H -14.678 21.804 16.719
Cl -17.276 18.244 16.905
C -16.907 17.641 15.331
C -17.260 16.154 15.225
Cl -16.711 15.299 13.756
H -15.853 17.812 15.112
H -17.354 18.301 14.588
H -18.317 15.892 15.281
H -16.676 15.752 16.053
```

- SMILES: COCCOC.COCCOC.COCCOC.COCCOC.COCCOC.COCCOC.ClCCCl.ClCCCl.ClCCCl
- Energy relative to the best compared isomer or geometry (same formula, charge and spin): 45.50 kcal per mole
- Kohn-Sham gap: 9.606 eV
- Total charge: 0

---

DFT (ωB97M-V/def2-TZVPD) results for a 2-piece molecular cluster, C2H6O3S overall.

Geometry as XYZ:
```
12
Properties=species:S:1:pos:R:3
O -0.425 0.764 1.313
C -0.273 0.198 0.229
O 0.818 -0.494 -0.198
C 0.626 -1.277 -1.324
S 2.134 -2.088 -1.986
H -1.060 0.215 -0.551
H 0.156 -0.663 -2.116
H -0.085 -2.081 -1.054
H 2.497 -3.031 -1.091
O -1.441 3.144 2.025
H -1.586 3.113 2.998
H -1.361 2.201 1.756
```

- SMILES: O=COCS.O
- Energy relative to the best compared isomer or geometry (same formula, charge and spin): 21.16 kcal per mole
- Kohn-Sham gap: 10.717 eV
- Total charge: 0

---

DFT (ωB97M-V/def2-TZVPD) results for one molecule with the formula C23H23NO6.

Geometry as XYZ:
```
53
Properties=species:S:1:pos:R:3
O -1.733 -3.167 -0.244
C -1.445 -2.052 -0.623
C -0.800 -1.802 -1.994
O -0.004 -0.638 -2.047
C 1.184 -0.636 -1.381
C 1.638 -1.666 -0.556
C 2.861 -1.557 0.068
C 3.677 -0.435 -0.091
C 3.200 0.597 -0.915
C 1.971 0.496 -1.551
O 3.896 1.741 -1.140
C 5.118 1.973 -0.589
O 5.665 3.017 -0.840
C 5.677 0.927 0.276
C 6.933 1.148 0.843
C 7.501 0.197 1.662
C 6.814 -0.985 1.920
C 5.573 -1.214 1.365
C 4.976 -0.264 0.531
N -1.650 -0.926 0.080
C -2.285 -0.910 1.375
C -3.713 -0.347 1.339
C -4.612 -1.168 0.415
C -6.043 -0.644 0.455
C -6.084 0.836 0.044
C -7.514 1.309 0.159
O -8.045 1.700 1.163
O -8.166 1.212 -1.007
C -5.168 1.660 0.949
C -3.742 1.120 0.908
H -0.239 -2.694 -2.295
H -1.599 -1.637 -2.724
H 1.042 -2.548 -0.390
H 3.187 -2.368 0.699
H 1.633 1.300 -2.183
H 7.434 2.077 0.620
H 8.472 0.366 2.101
H 7.257 -1.732 2.561
H 5.063 -2.139 1.581
H -1.393 -0.044 -0.336
H -2.311 -1.948 1.717
H -1.672 -0.321 2.064
H -4.107 -0.414 2.358
H -4.594 -2.217 0.716
H -4.232 -1.113 -0.608
H -6.442 -0.740 1.466
H -6.673 -1.229 -0.218
H -5.776 0.927 -1.001
H -9.091 1.486 -0.905
H -5.181 2.705 0.632
H -5.556 1.618 1.968
H -3.107 1.716 1.566
H -3.358 1.214 -0.111
```

- SMILES: O=C(COc1ccc2c(c1)oc(=O)c1ccccc12)NC[C@H]1CC[C@H](C(=O)O)CC1
- Energy relative to the best compared isomer or geometry (same formula, charge and spin): 0.00 kcal per mole
- Kohn-Sham gap: 8.636 eV
- Total charge: 0

---

DFT (ωB97M-V/def2-TZVPD) results for one molecule with the formula C4H6N2O.

Geometry as XYZ:
```
13
Properties=species:S:1:pos:R:3
C -2.393 -0.013 -0.046
C -0.894 -0.073 -0.123
N -0.340 -0.143 -1.373
O 0.916 -0.072 -1.366
C 1.295 0.271 0.321
N 2.503 -0.288 0.673
C 0.014 0.070 0.919
H -2.866 -0.554 -0.871
H -2.745 -0.418 0.906
H -2.723 1.031 -0.101
H 3.306 0.133 0.230
H 2.548 -1.297 0.679
H 1.379 1.353 0.151
```

- Energy relative to the best compared isomer or geometry (same formula, charge and spin): 121.59 kcal per mole
- Kohn-Sham gap: 8.190 eV
- Total charge: 0

---

DFT (ωB97M-V/def2-TZVPD) results for one molecule with the formula C5H7NS.

Geometry as XYZ:
```
14
Properties=species:S:1:pos:R:3
C 2.425 0.242 -0.088
C 1.000 -0.205 -0.062
C -0.080 0.561 -0.071
C -1.530 -0.546 -0.033
N -2.786 -0.016 -0.130
C -1.046 -1.783 0.011
S 0.698 -1.935 -0.013
H 2.939 -0.055 0.824
H 2.947 -0.215 -0.927
H 2.473 1.323 -0.188
H -0.218 1.618 -0.113
H -2.892 0.895 0.291
H -3.536 -0.655 0.099
H -1.600 -2.704 0.044
```

- SMILES: Cc1cc(N)cs1
- Energy relative to the best compared isomer or geometry (same formula, charge and spin): 29.62 kcal per mole
- Kohn-Sham gap: 8.598 eV
- Total charge: 0

---

DFT (ωB97M-V/def2-TZVPD) results for C13H18N8O2PSc as an isolated structure.

Geometry as XYZ:
```
43
Properties=species:S:1:pos:R:3
Sc 1.147 1.176 -0.994
C 0.311 -1.383 3.909
N 0.972 -0.513 2.928
C 2.145 0.162 3.143
C 2.421 0.836 1.995
N 1.420 0.584 1.088
C 0.554 -0.244 1.677
P -0.950 -0.967 0.917
C -0.168 -1.602 -0.607
N 0.596 -0.885 -1.430
C 1.062 -1.737 -2.401
C 0.560 -2.979 -2.160
N -0.210 -2.879 -1.029
C -0.946 -3.988 -0.407
C -1.649 0.571 0.218
N -1.004 1.498 -0.493
C -1.924 2.473 -0.792
C -3.127 2.129 -0.258
N -2.939 0.930 0.375
C -3.985 0.183 1.089
H 0.870 -1.336 4.838
H 0.300 -2.412 3.558
H -0.705 -1.044 4.093
H 2.686 0.107 4.072
H 3.266 1.466 1.772
H 1.722 -1.414 -3.189
H 0.688 -3.906 -2.692
H -0.805 -4.876 -1.015
H -2.007 -3.759 -0.359
H -0.563 -4.185 0.591
H -1.679 3.350 -1.366
H -4.081 2.628 -0.277
H -4.917 0.731 1.000
H -3.732 0.086 2.141
H -4.116 -0.802 0.647
N 1.508 3.325 -1.874
N 2.093 2.801 -3.080
C 3.085 1.799 -2.886
O 3.947 1.622 -3.682
O 2.823 1.092 -1.781
H 0.757 3.948 -2.159
H 2.182 3.911 -1.379
H 2.394 3.506 -3.744
```

- Energy relative to the best compared isomer or geometry (same formula, charge and spin): 0.00 kcal per mole
- Kohn-Sham gap: 9.104 eV
- Total charge: +2

---

DFT (ωB97M-V/def2-TZVPD) results for C50H55IN6O3P2Sn as an isolated structure.

Geometry as XYZ:
```
118
Properties=species:S:1:pos:R:3
Sn -1.039 -0.366 0.062
N -1.909 -2.854 1.268
C -2.883 -2.539 2.328
C -2.306 -1.524 3.305
N -1.879 -0.291 2.636
C -1.095 0.579 3.511
C -0.619 1.797 2.738
N 0.179 1.388 1.573
H -2.245 -3.658 0.744
H -1.053 -3.175 1.712
H -3.169 -3.432 2.892
H -3.778 -2.127 1.863
H -1.431 -1.954 3.797
H -3.058 -1.324 4.077
H -2.718 0.214 2.350
H -0.236 0.015 3.879
H -1.675 0.918 4.378
H -0.063 2.456 3.409
H -1.485 2.342 2.365
H 1.065 0.999 1.887
H 0.401 2.206 1.011
O 2.344 0.468 -0.738
C 3.481 0.265 0.033
C 4.582 1.102 -0.134
C 5.736 0.887 0.593
C 5.805 -0.171 1.489
C 4.690 -0.954 1.706
C 3.504 -0.746 0.996
P 1.946 -1.593 1.479
C 2.294 -3.394 1.379
C 3.259 -4.060 2.136
C 3.412 -5.431 2.023
C 2.621 -6.160 1.145
C 1.657 -5.511 0.390
C 1.484 -4.142 0.524
C 2.050 -1.299 3.289
C 2.497 -0.069 3.777
C 2.526 0.184 5.140
C 2.100 -0.785 6.037
C 1.624 -1.998 5.563
C 1.596 -2.253 4.199
C 2.518 0.589 -2.115
C 3.640 0.106 -2.776
C 3.761 0.270 -4.146
C 2.744 0.875 -4.863
C 1.613 1.329 -4.205
C 1.490 1.222 -2.822
P 0.031 1.790 -1.861
C 0.604 3.426 -1.250
C -0.264 4.520 -1.256
C 0.155 5.748 -0.767
C 1.430 5.897 -0.239
C 2.278 4.802 -0.179
C 1.866 3.573 -0.674
C -1.172 2.288 -3.145
C -0.936 3.285 -4.093
C -1.896 3.585 -5.045
C -3.109 2.908 -5.056
C -3.374 1.953 -4.088
C -2.412 1.654 -3.133
H 4.533 1.911 -0.851
H 6.586 1.540 0.451
H 6.715 -0.364 2.040
H 4.737 -1.733 2.453
H 3.888 -3.519 2.829
H 4.157 -5.937 2.624
H 2.764 -7.228 1.049
H 1.054 -6.069 -0.315
H 0.716 -3.634 -0.045
H 2.850 0.692 3.090
H 2.884 1.139 5.503
H 2.159 -0.606 7.102
H 1.283 -2.757 6.256
H 1.252 -3.220 3.850
H 4.428 -0.392 -2.229
H 4.657 -0.072 -4.645
H 2.830 1.001 -5.934
H 0.816 1.773 -4.779
H -1.257 4.418 -1.669
H -0.520 6.593 -0.804
H 1.762 6.865 0.112
H 3.266 4.907 0.250
H 2.545 2.730 -0.627
H -0.011 3.849 -4.069
H -1.700 4.357 -5.779
H -3.852 3.143 -5.807
H -4.333 1.451 -4.071
H -2.628 0.952 -2.336
O -2.948 -1.584 -1.735
C -2.604 -1.701 -3.110
C -1.137 -1.974 -3.359
C -0.724 -2.337 -4.636
C 0.607 -2.639 -4.853
C 1.488 -2.561 -3.784
C 0.996 -2.165 -2.557
N -0.290 -1.873 -2.333
H -2.850 -2.451 -1.326
H -2.862 -0.752 -3.575
H -3.201 -2.479 -3.594
H -1.441 -2.385 -5.447
H 0.951 -2.953 -5.829
H 2.534 -2.803 -3.904
H 1.652 -2.110 -1.697
N -6.142 -0.860 0.288
C -5.593 -0.160 1.298
O -4.452 0.285 1.250
C -6.470 0.012 2.517
I -6.450 -1.842 3.624
H -5.596 -1.054 -0.536
H -7.082 -1.212 0.341
H -7.508 0.214 2.270
H -6.077 0.774 3.178
C -4.288 3.810 0.555
C -3.217 2.888 0.259
N -2.362 2.156 0.039
H -5.106 3.268 1.029
H -4.653 4.282 -0.356
H -3.935 4.585 1.236
```

- Energy relative to the best compared isomer or geometry (same formula, charge and spin): 0.00 kcal per mole
- Kohn-Sham gap: 8.011 eV
- Total charge: +2

---

DFT (ωB97M-V/def2-TZVPD) results for C19H29ClN2O2 as an isolated structure.

Geometry as XYZ:
```
53
Properties=species:S:1:pos:R:3
C -7.639 -1.273 1.095
C -6.722 -0.040 0.665
C -5.921 -0.102 -0.655
C -4.817 -1.168 -0.535
N -3.584 -0.602 -0.777
C -2.564 -1.424 -0.823
C -1.306 -0.696 -0.967
C -0.886 0.327 -0.054
C -2.117 1.242 0.238
C -3.288 0.342 0.535
H -4.230 1.257 0.733
H -3.308 -0.147 1.345
H -1.864 1.653 1.102
H -2.190 1.963 -0.487
C 0.402 1.103 -0.275
C 1.595 0.216 -0.033
C 2.971 0.921 -0.200
O 2.845 2.227 -0.343
C 4.313 0.449 -0.184
C 4.219 -1.006 0.010
C 5.386 -1.745 -0.080
C 6.538 -0.973 0.288
C 6.619 0.440 0.183
C 5.376 1.089 0.170
O 5.384 2.551 -0.249
C 6.654 3.151 0.104
H 6.267 3.985 0.071
H 7.110 3.101 1.036
H 7.182 2.891 -0.600
H 7.601 0.804 0.291
N 7.843 -1.641 0.148
H 8.624 -1.291 0.378
H 7.810 -2.700 0.402
Cl 5.397 -3.609 -0.001
H 3.306 -1.689 -0.196
H 1.747 -0.150 0.790
H 1.668 -0.421 -1.187
H 0.510 1.875 0.920
H 0.331 1.715 -1.070
H -0.839 -0.212 1.039
H -0.340 -1.363 -1.183
H -1.490 0.137 -1.772
H -2.854 -1.981 -1.723
H -2.406 -2.168 0.006
H -5.026 -1.636 0.370
H -4.746 -1.930 -1.332
H -5.632 0.670 -0.920
H -6.625 -0.712 -1.361
H -7.529 0.910 0.457
H -6.327 0.261 1.544
H -8.216 -1.076 1.888
H -8.378 -1.446 0.165
H -6.857 -2.079 1.034
```

- Energy relative to the best compared isomer or geometry (same formula, charge and spin): 388.85 kcal per mole
- Kohn-Sham gap: 8.790 eV
- Total charge: 0

---

Q: What is the formula in the seventh record?
A: C50H55IN6O3P2Sn

---

Q: What is the formula in the second record?
A: C2H6O3S

---

Q: What is the total charge in the eighth record?
A: 0